a:
{"formula": "H26NO16", "method": "ωB97M-V/def2-TZVPD", "homo_lumo_gap_ev": 9.18, "total_charge": -1, "symbols": ["N", "O", "O", "O", "O", "H", "H", "O", "H", "H", "O", "H", "H", "O", "H", "H", "O", "H", "H", "O", "H", "H", "O", "H", "H", "O", "H", "H", "O", "H", "H", "O", "H", "H", "O", "H", "H", "O", "H", "H", "O", "H", "H"], "coordinates": [[-0.21323, -0.48865, -0.23091], [-0.89223, 0.50235, -0.61991], [0.78977, -0.31465, 0.55209], [-0.18523, -1.40565, -1.03991], [1.82277, -1.78065, 2.86809], [1.63777, -2.46965, 2.22109], [1.12877, -1.18165, 2.62309], [0.35777, 1.39135, 2.88209], [0.49777, 2.18335, 3.37909], [0.06477, 1.76835, 2.03409], [-1.60223, 3.69735, -0.82691], [-2.06523, 2.91835, -1.19391], [-1.10923, 3.92935, -1.62891], [-0.88323, -1.05265, 2.86309], [-0.52323, -0.16765, 2.77509], [-1.43623, -1.14665, 2.06809], [0.85477, 2.09735, -2.20291], [1.73277, 1.78135, -2.09891], [0.33777, 1.43135, -1.76191], [-2.89723, -1.11765, -1.93991], [-3.42623, -1.22865, -1.16391], [-2.23723, -0.51665, -1.60991], [-1.31623, -3.38365, 0.02309], [-0.95723, -2.58165, -0.42091], [-0.54123, -3.63465, 0.52709], [-2.45623, 1.92535, 1.63809], [-3.11523, 2.46835, 1.30109], [-1.97123, 1.60735, 0.87409], [0.53377, 3.21335, 0.85109], [-0.14423, 3.19835, 0.19409], [0.69077, 4.16335, 0.78109], [-0.92323, -3.24165, -3.05991], [-0.43723, -3.13165, -2.28391], [-1.12323, -2.37965, -3.35191], [3.26277, 0.62635, 1.03009], [2.38377, 0.20935, 1.00609], [3.07477, 1.41735, 1.59209], [1.58877, -0.71865, -3.04291], [0.97577, -1.21365, -2.48391], [2.10877, -0.23565, -2.40491], [2.42477, -2.51565, 0.00509], [2.43877, -2.77065, -0.89791], [1.74877, -1.85165, 0.17509]], "mulliken_charge": [0.401, -0.356, -0.376, -0.151, -0.717, 0.290, 0.381, -0.693, 0.308, 0.272, -0.698, 0.302, 0.326, -0.631, 0.371, 0.332, -0.641, 0.303, 0.171, -0.660, 0.304, 0.328, -0.715, 0.290, 0.365, -0.578, 0.264, 0.225, -0.577, 0.325, 0.242, -0.608, 0.330, 0.291, -0.677, 0.482, 0.338, -0.693, 0.245, 0.315, -0.672, 0.309, 0.330]}

=====

b:
{"formula": "H26NO16", "method": "ωB97M-V/def2-TZVPD", "homo_lumo_gap_ev": 9.14, "total_charge": -1, "symbols": ["N", "O", "O", "O", "O", "H", "H", "O", "H", "H", "O", "H", "H", "O", "H", "H", "O", "H", "H", "O", "H", "H", "O", "H", "H", "O", "H", "H", "O", "H", "H", "O", "H", "H", "O", "H", "H", "O", "H", "H", "O", "H", "H"], "coordinates": [[0.22033, -0.13070, 0.18986], [-0.69767, 0.47630, 0.84286], [0.81833, 0.63930, -0.60814], [-0.10167, -1.25970, -0.27414], [-2.88967, -1.29270, 0.72386], [-2.81567, -1.05570, 1.66986], [-2.09167, -1.05170, 0.31386], [2.59333, -0.00570, 2.68786], [2.57433, 0.62430, 1.98986], [1.67233, -0.23670, 2.80086], [0.02133, -0.63870, 3.61186], [-0.82067, -0.75170, 3.12586], [0.33333, -1.51270, 3.92586], [-2.59467, -0.26770, -2.14814], [-2.54567, 0.33430, -1.37514], [-3.46167, -0.27470, -2.54514], [3.02133, 0.90130, -2.52014], [2.37433, 1.58930, -2.69514], [3.15833, 0.36530, -3.30614], [2.29033, 2.33230, 1.10186], [1.65433, 1.94430, 0.52386], [2.92633, 2.64930, 0.48086], [-0.51667, 2.83730, -1.81814], [0.06133, 2.11030, -1.59114], [-0.65367, 3.31530, -0.99214], [3.42033, -0.54170, -0.22414], [2.82433, -0.11570, -0.85614], [3.68833, 0.12930, 0.38686], [0.45933, -1.01970, -3.29614], [0.29333, -0.86770, -2.36514], [1.17833, -1.64070, -3.22614], [-2.16367, -2.94370, -2.35314], [-1.45367, -3.59270, -2.22714], [-1.96167, -2.18570, -1.79814], [-0.93067, 2.52130, 3.03886], [0.04033, 2.50330, 3.18386], [-1.01167, 1.67930, 2.59086], [0.19733, -3.59370, 0.80086], [0.06933, -2.79570, 0.26786], [-0.64667, -4.02470, 0.81486], [-2.94667, 1.57530, 0.02786], [-2.13767, 1.24330, 0.37386], [-3.44867, 2.02930, 0.74486]], "mulliken_charge": [0.703, -0.260, -0.335, -0.500, -0.667, 0.318, 0.122, -0.683, 0.284, 0.412, -0.665, 0.275, 0.304, -0.517, 0.360, 0.241, -0.606, 0.313, 0.271, -0.648, 0.280, 0.315, -0.656, 0.274, 0.309, -0.592, 0.295, 0.305, -0.679, 0.213, 0.310, -0.681, 0.296, 0.393, -0.676, 0.353, 0.267, -0.700, 0.415, 0.287, -0.702, 0.348, 0.303]}

=====

According to the calculations, the structures order from most to least stable as a, b.

=====

a:
{"formula": "C3H5FS", "method": "ωB97M-V/def2-TZVPD", "homo_lumo_gap_ev": [6.93, 6.89], "symbols": ["C", "C", "C", "F", "S", "H", "H", "H", "H", "H"], "coordinates": [[-1.16896, -0.16871, 0.72061], [0.87319, 0.63619, -0.63929], [0.24627, -0.10484, 0.46710], [0.07561, -2.27214, -0.22812], [-2.39666, 0.42637, -0.20603], [-1.60795, -0.68522, 1.49713], [0.95545, 1.62264, -0.39917], [0.21672, 0.78334, -1.58971], [1.77008, 0.11637, -0.73367], [1.03624, -0.35401, 1.11117]], "mulliken_charge": [-0.456, -1.072, 0.425, -0.568, -0.122, 0.378, 0.416, 0.331, 0.309, 0.359]}

=====

b:
{"formula": "C3H5FS", "method": "ωB97M-V/def2-TZVPD", "homo_lumo_gap_ev": [8.75, 8.23], "symbols": ["C", "C", "C", "F", "S", "H", "H", "H", "H", "H"], "coordinates": [[1.69747, -0.07082, -0.77667], [0.96515, -0.81062, -0.01259], [-1.29548, 0.09170, 0.86093], [1.19439, -1.93622, 0.60682], [-2.52666, 0.48031, -0.44390], [2.73024, -0.21630, -0.80566], [1.41601, 0.87414, -1.13024], [-1.62780, -0.67795, 1.52906], [-0.87816, 0.89107, 1.20856], [-1.67516, 1.37467, -1.03632]], "mulliken_charge": [-0.664, 0.265, -0.782, -0.181, -0.123, 0.307, 0.245, 0.345, 0.463, 0.125]}

=====

According to the calculations, the structures order from most to least stable as a, b.

=====

a:
{"formula": "C3H5FS", "method": "ωB97M-V/def2-TZVPD", "smiles": "CS/C=C\\F", "homo_lumo_gap_ev": 9.35, "symbols": ["C", "C", "C", "H", "H", "H", "H", "H", "F", "S"], "coordinates": [[1.78742, -0.23611, 0.33445], [-0.76655, 0.29508, -0.55911], [-1.99203, 0.10989, -0.11167], [1.82819, 0.85048, 0.32076], [1.75961, -0.56596, 1.35013], [2.67151, -0.68501, -0.27091], [-0.43112, 1.26801, -0.85142], [-2.58312, 1.00584, 0.14707], [-2.67621, -1.05516, 0.13221], [0.40229, -0.98705, -0.49152]], "mulliken_charge": [-0.696, -0.269, -0.099, 0.283, 0.253, 0.226, 0.355, 0.268, -0.221, -0.099]}

=====

b:
{"formula": "C3H5FS", "method": "ωB97M-V/def2-TZVPD", "smiles": "F[C@H]1C[C@@H]1S", "homo_lumo_gap_ev": 9.98, "symbols": ["C", "C", "C", "H", "H", "H", "H", "H", "F", "S"], "coordinates": [[0.01765, -0.63250, 0.50832], [0.13083, -0.11433, -0.92457], [0.71927, 0.62820, 0.14913], [-2.06233, 0.41868, 0.54945], [0.63381, -1.49626, 0.68067], [0.87856, -0.58830, -1.60004], [-0.85382, 0.07266, -1.44540], [0.03767, 1.44380, 0.41806], [2.04148, 0.81396, 0.26757], [-1.54312, -0.54591, 1.39682]], "mulliken_charge": [-0.249, -0.601, 0.194, 0.090, 0.345, 0.250, 0.181, 0.264, -0.280, -0.194]}

=====

According to the calculations, the structures order from most to least stable as a, b.

=====

a:
{"formula": "CH7N2Si", "method": "ωB97M-V/def2-TZVPD", "homo_lumo_gap_ev": 12.06, "total_charge": 1, "symbols": ["C", "N", "N", "Si", "H", "H", "H", "H", "H", "H", "H"], "coordinates": [[2.57683, 0.09150, 0.32629], [3.69580, -0.12149, 0.38467], [-0.23352, 0.48568, -0.78408], [-1.49880, -0.70621, 0.18281], [0.66971, 0.00379, -1.07186], [4.72572, 0.00207, 0.64835], [-0.67380, 0.94425, -1.56124], [-0.02621, 1.24921, -0.30268], [-2.70053, 0.23122, 0.57028], [-1.68690, -1.65393, -0.84800], [-0.38918, -1.23726, 1.18794]], "mulliken_charge": [-0.334, -0.030, -0.470, 0.362, 0.354, 0.352, 0.367, 0.328, 0.041, 0.001, 0.029]}

=====

b:
{"formula": "CH7N2Si", "method": "ωB97M-V/def2-TZVPD", "smiles": "[NH2+]=CN[SiH3]", "homo_lumo_gap_ev": 11.47, "total_charge": 1, "symbols": ["C", "N", "N", "Si", "H", "H", "H", "H", "H", "H", "H"], "coordinates": [[1.22524, 0.34709, -0.28754], [-0.00855, 0.07137, -0.74568], [1.69369, 0.42315, 0.96319], [-1.66164, -0.18489, -0.02154], [1.84612, 0.40108, -1.14290], [-0.06668, -0.03017, -1.70924], [2.57829, 0.77046, 1.11057], [1.11764, 0.40281, 1.71351], [-1.70782, 1.20116, 0.77017], [-2.56963, -0.40756, -1.15889], [-1.66620, -1.45374, 0.87786]], "mulliken_charge": [0.244, -0.271, -0.266, 0.209, 0.321, 0.318, 0.243, 0.216, -0.002, -0.020, 0.007]}

=====

According to the calculations, the structures order from most to least stable as b, a.

=====

a:
{"formula": "C12H20F3N6O5PdS2", "method": "ωB97M-V/def2-TZVPD", "homo_lumo_gap_ev": [7.34, 7.37], "total_charge": 1, "symbols": ["Pd", "F", "C", "F", "F", "S", "O", "O", "O", "C", "C", "N", "C", "C", "N", "C", "C", "H", "H", "H", "H", "H", "H", "H", "H", "H", "H", "H", "H", "H", "O", "S", "N", "C", "N", "C", "C", "C", "N", "C", "O", "N", "H", "H", "H", "H", "H", "H", "H"], "coordinates": [[0.31999, 0.76364, -0.69241], [3.04374, 1.80425, -1.64200], [3.78964, 1.30245, -0.65033], [4.84788, 0.69258, -1.17211], [4.19176, 2.29294, 0.12550], [2.78320, 0.07188, 0.28891], [3.67146, -0.59969, 1.17182], [1.74909, 0.89738, 0.95258], [2.11788, -0.69692, -0.76381], [-4.94315, -1.29155, -0.53984], [-3.41681, -1.20352, -0.77946], [-2.94992, 0.14456, -0.48710], [-3.03152, 0.39332, 0.94516], [-4.45802, 0.07066, 1.45328], [-5.33291, -0.06440, 0.23727], [-5.18747, 1.15377, -0.63230], [-3.75411, 1.11682, -1.21196], [-5.23508, -2.16243, 0.04459], [-5.52011, -1.27690, -1.46330], [-3.17205, -1.45998, -1.80770], [-2.88315, -1.89502, -0.12958], [-2.77906, 1.43735, 1.12783], [-2.29627, -0.23103, 1.45002], [-4.87893, 0.85621, 2.07832], [-4.51229, -0.87568, 1.98945], [-6.30267, -0.14994, 0.53225], [-5.36487, 2.01902, 0.00470], [-5.96124, 1.11323, -1.39678], [-3.28399, 2.09438, -1.13392], [-3.76880, 0.83746, -2.26546], [1.25942, 3.74352, -0.20397], [-0.15094, 3.68344, -0.50540], [-0.80167, 2.33317, -0.70772], [0.67056, -3.66348, -2.63818], [0.47715, -3.40534, -1.21306], [1.05692, -4.19635, -0.28010], [1.04534, -3.87086, 1.03052], [0.39889, -2.65126, 1.37348], [-0.21789, -1.90141, 0.47559], [-0.09322, -2.19306, -0.84260], [-0.47484, -1.42105, -1.73356], [0.38885, -2.21827, 2.65352], [0.84096, -4.72727, -2.78339], [1.52329, -3.09501, -3.00791], [-0.21482, -3.35436, -3.18329], [1.53974, -5.08931, -0.65253], [1.53298, -4.48800, 1.76845], [1.02659, -2.64884, 3.30195], [0.23229, -1.23031, 2.78385]], "mulliken_charge": [0.633, -0.214, 0.617, -0.214, -0.209, 1.528, -0.583, -0.750, -0.632, -0.807, -0.569, 0.282, -0.255, -0.727, -0.004, -0.659, -0.503, 0.385, 0.264, 0.581, 0.175, 0.443, 0.032, 0.338, 0.349, 0.316, 0.349, 0.338, 0.253, 0.419, -0.409, 0.299, -0.339, -0.938, 0.152, -0.165, -1.126, 0.846, 0.430, 0.015, -0.707, -0.432, 0.369, 0.301, 0.272, 0.386, 0.396, 0.237, 0.238]}

=====

b:
{"formula": "C12H20F3N6O5PdS2", "method": "ωB97M-V/def2-TZVPD", "homo_lumo_gap_ev": [6.94, 7.42], "total_charge": 1, "symbols": ["Pd", "F", "C", "F", "F", "S", "O", "O", "O", "C", "C", "N", "C", "C", "N", "C", "C", "H", "H", "H", "H", "H", "H", "H", "H", "H", "H", "H", "H", "H", "O", "S", "N", "C", "N", "C", "C", "C", "N", "C", "O", "N", "H", "H", "H", "H", "H", "H", "H"], "coordinates": [[0.15360, 0.60260, -0.13970], [1.55900, 1.02940, -2.23950], [2.59010, 1.49820, -1.49380], [3.61600, 1.70280, -2.30260], [2.19240, 2.69390, -1.01940], [2.89670, 0.29030, -0.06410], [4.30360, 0.17310, 0.06180], [2.25010, 0.99290, 1.06200], [2.14860, -0.85290, -0.51780], [-3.90810, -1.44400, -0.97450], [-2.45140, -0.91580, -1.01500], [-2.32670, 0.21540, -0.10880], [-2.65180, -0.18690, 1.24980], [-4.11690, -0.66210, 1.32230], [-4.68450, -0.58490, -0.04550], [-4.66770, 0.82050, -0.51420], [-3.19610, 1.29640, -0.52670], [-3.95350, -2.47260, -0.61580], [-4.38060, -1.40400, -1.95670], [-2.18010, -0.58790, -2.02140], [-1.73480, -1.68300, -0.70270], [-2.45650, 0.65550, 1.91580], [-1.95580, -0.98390, 1.52830], [-4.71400, -0.03620, 1.98650], [-4.18440, -1.69240, 1.67260], [-5.65290, -0.91350, -0.02060], [-5.27600, 1.42370, 0.16090], [-5.11400, 0.86490, -1.50780], [-3.04850, 2.13320, 0.15610], [-2.89250, 1.62510, -1.52050], [-0.03650, 0.67970, 2.84280], [0.80760, -0.39360, 2.25720], [0.06200, -1.00810, 1.10030], [-0.04660, 4.86100, -2.29480], [-0.11930, 4.57900, -0.87950], [0.18790, 5.50700, 0.05420], [0.28910, 5.18430, 1.36480], [0.07750, 3.81700, 1.72490], [-0.28870, 2.93380, 0.79680], [-0.34570, 3.26900, -0.49560], [-0.61920, 2.41240, -1.35730], [0.18560, 3.37810, 2.96880], [-0.17600, 5.92580, -2.47320], [-0.81950, 4.28690, -2.80410], [0.92320, 4.54190, -2.68260], [0.35100, 6.51030, -0.30890], [0.53510, 5.92630, 2.10370], [0.57820, 3.96210, 3.68600], [0.11790, 2.36130, 3.09710]], "mulliken_charge": [0.362, -0.219, 0.621, -0.236, -0.222, 1.047, -0.615, -0.605, -0.503, -0.733, -0.663, 1.338, -0.706, -0.870, 0.024, -0.865, -1.119, 0.325, 0.328, 0.497, 0.370, 0.432, 0.527, 0.323, 0.320, 0.271, 0.362, 0.299, 0.341, 0.597, -0.546, 0.452, -0.494, -0.901, 0.169, -0.177, -1.162, 0.601, 0.380, 0.506, -0.833, -0.252, 0.352, 0.251, 0.296, 0.401, 0.415, 0.228, 0.285]}

=====

According to the calculations, the structures order from most to least stable as a, b.